Record 1
Molecular formula: C4H8O2
Method: DFT, the ωB97M-V functional and the def2-TZVPD basis

The energy above the lowest of the compared OMol25 structures with the same formula, charge and spin comes out at 35.8 kcal per mole. The calculation puts the HOMO-LUMO gap at 10.354 eV. The value obtained for the HOMO energy is -0.37469 Eh. As for the total charge: 0.

The geometry in XYZ format:
```
14
Properties=species:S:1:pos:R:3:forces:R:3:mulliken_charge:R:1
C -1.0017 -0.4689 0.6500 0.00 0.14 -0.20 -0.806
H 1.3812 -1.9521 1.4165 0.05 -0.14 -0.07 0.320
O -0.5564 1.3371 -2.3577 -0.04 -0.12 0.17 -0.483
H 0.2804 2.3151 0.5825 0.07 -0.06 -0.06 0.329
H -1.7823 -1.1300 0.2806 0.05 0.13 0.07 0.222
H -0.6959 -0.6019 1.6845 -0.08 0.06 -0.16 0.340
C -0.9387 0.5239 -1.5527 0.03 -0.02 -0.07 -0.134
C 0.6864 1.3561 0.2462 0.05 0.08 0.04 -1.079
H 1.2922 0.9393 1.0594 -0.21 0.05 -0.12 0.286
O 1.1727 -2.4017 0.5894 0.17 0.02 0.08 -0.652
H 0.9554 -1.6795 -0.0113 0.00 -0.12 0.01 0.355
H -1.7049 -0.2345 -1.8283 0.07 0.13 0.10 0.279
H 1.3420 1.5651 -0.6037 -0.14 -0.04 0.09 0.331
C -0.4304 0.4319 -0.1553 -0.02 -0.11 0.12 0.693
```
Positions in Å, forces in eV/Å.


Record 2
Molecular formula: C4H8O2
Method: DFT, the ωB97M-V functional and the def2-TZVPD basis

The energy above the lowest of the compared OMol25 structures with the same formula, charge and spin comes out at 48.3 kcal per mole. The calculation puts the HOMO-LUMO gap at 10.588 eV. The value obtained for the HOMO energy is -0.35018 Eh. As for the total charge: 0.

The geometry in XYZ format:
```
14
Properties=species:S:1:pos:R:3:forces:R:3:mulliken_charge:R:1
H 2.1992 -2.2014 -1.6685 0.34 0.10 -0.07 0.294
C -1.4404 0.6418 1.5601 -2.15 -0.69 0.97 0.156
H 2.7054 -1.2740 -0.2682 0.28 0.09 0.62 0.304
C 2.1263 -1.2308 -1.1632 -2.02 -0.96 -0.74 -0.988
C -1.4495 1.6874 0.5131 2.06 0.21 0.66 -0.915
H -2.3797 0.4730 2.1066 -0.75 0.67 -0.07 0.363
H -0.3898 1.9081 0.2852 -0.64 0.24 -0.20 0.255
C 0.6564 -1.1240 -0.8308 -2.72 1.16 3.03 0.368
H -2.0284 2.5552 0.7847 -0.02 0.30 0.34 0.349
H 2.3904 -0.4490 -1.8087 0.72 1.01 -1.01 0.321
H -1.9090 1.2567 -0.3332 -0.46 -0.58 -1.18 0.252
O -0.6246 -0.1681 1.8839 1.96 -0.08 -0.44 -0.448
H 0.4381 -1.6108 0.2319 0.23 0.30 -2.00 0.203
O -0.2944 -0.4642 -1.2928 3.16 -1.77 0.08 -0.515
```
Positions in Å, forces in eV/Å.


Record 3
Molecular formula: C4H8O2
Method: DFT, the ωB97M-V functional and the def2-TZVPD basis

The energy above the lowest of the compared OMol25 structures with the same formula, charge and spin comes out at 52.6 kcal per mole. The calculation puts the HOMO-LUMO gap at 9.743 eV. The value obtained for the HOMO energy is -0.33123 Eh. As for the total charge: 0.

The geometry in XYZ format:
```
14
Properties=species:S:1:pos:R:3:forces:R:3:mulliken_charge:R:1
H 1.0914 -1.8196 -0.3047 0.14 -0.04 -0.04 0.379
H -2.0109 0.9594 1.9720 0.37 0.33 0.09 0.312
C 0.8276 -0.3534 -1.4540 0.36 0.87 -1.12 -0.177
C -1.0405 0.4398 1.9420 -2.09 -1.06 0.19 -0.999
C 1.1641 0.9217 -1.6987 0.39 -0.91 0.12 -0.713
H 0.7267 1.4804 -2.5120 -0.43 0.12 0.31 0.276
H -0.2330 1.1479 2.1084 0.16 -0.19 -0.51 0.276
O -0.6468 -1.5272 0.6586 -0.73 -0.37 -0.09 -0.564
C -1.0931 -0.4071 0.6817 2.14 1.38 0.38 0.304
O 1.6505 -1.1894 -0.7850 -0.23 -0.05 0.56 -0.502
H -1.1072 -0.3050 2.7348 0.43 0.24 0.36 0.292
H -1.3202 0.1497 -0.2403 -0.63 -0.34 -0.09 0.371
H 2.0570 1.3115 -1.2196 -0.03 0.02 -0.16 0.257
H -0.0656 -0.8088 -1.8832 0.16 0.01 0.00 0.488
```
Positions in Å, forces in eV/Å.


Record 4
Molecular formula: C4H8O2
Method: DFT, the ωB97M-V functional and the def2-TZVPD basis

The energy above the lowest of the compared OMol25 structures with the same formula, charge and spin comes out at 95.0 kcal per mole. The calculation puts the HOMO-LUMO gap at 9.196 eV. The value obtained for the HOMO energy is -0.30984 Eh. As for the total charge: 0.

The geometry in XYZ format:
```
14
Properties=species:S:1:pos:R:3:forces:R:3:mulliken_charge:R:1
H 1.7331 2.0053 -0.5520 0.15 -0.25 0.06 0.394
C -0.9854 0.4793 0.5091 -0.40 0.15 -0.34 -0.356
C 0.7629 0.4680 -1.0159 0.66 -0.34 -0.31 -0.480
H 1.2409 -1.1812 0.3402 0.00 0.00 -0.10 0.250
H -1.9804 0.9041 0.6235 -0.17 -0.17 0.24 0.434
O 1.6403 1.1009 -0.2122 0.06 0.00 -0.38 -0.415
C -0.8959 -0.9649 0.0154 0.04 0.18 -0.07 -0.391
C 0.5590 -0.9561 -0.4885 0.17 -0.03 -0.12 -0.489
O -0.2415 0.7357 1.6640 0.03 0.16 -0.05 -0.510
H -1.1096 -1.7265 0.7788 0.15 0.29 -0.15 0.286
H 0.7530 -1.6482 -1.3135 -0.02 0.00 0.16 0.348
H -1.6127 -1.1054 -0.8034 0.21 0.06 0.06 0.294
H -0.5774 1.0385 -0.4343 -0.61 0.02 0.89 0.261
H 0.6909 0.8670 1.4123 -0.27 -0.06 0.11 0.375
```
Positions in Å, forces in eV/Å.


Record 5
Molecular formula: C4H8O2
Method: DFT, the ωB97M-V functional and the def2-TZVPD basis

The energy above the lowest of the compared OMol25 structures with the same formula, charge and spin comes out at 117.0 kcal per mole. The calculation puts the HOMO-LUMO gap at 9.568 eV. The value obtained for the HOMO energy is -0.32658 Eh. As for the total charge: 0.

The geometry in XYZ format:
```
14
Properties=species:S:1:pos:R:3:forces:R:3:mulliken_charge:R:1
H 2.9576 1.1048 -0.5023 -0.04 -0.05 -0.12 0.385
O -1.1360 -0.4111 -0.9020 -0.03 -0.02 -0.12 -0.407
C -0.8879 0.8618 -0.2812 0.02 0.36 0.02 -0.236
H 1.4587 -1.0232 -1.3303 0.10 0.02 0.13 0.149
H -0.5287 -1.9621 0.3910 -0.10 0.14 0.01 0.256
H -1.0904 0.5689 1.9522 0.07 -0.08 -0.18 0.268
C 2.0822 -0.5360 -0.5455 0.00 0.08 -0.34 -0.237
H -0.0748 1.4038 -0.7791 -0.17 -0.06 0.10 0.197
O 2.4143 0.5950 -1.1244 0.06 -0.11 0.26 -0.328
H -1.7914 1.4878 -0.2720 0.13 -0.11 -0.02 0.263
H -2.1729 -1.3141 0.6921 0.14 0.03 -0.07 0.265
C -1.1500 -1.0593 0.3822 -0.04 -0.28 0.24 -0.285
H 0.4960 0.0938 1.2542 -0.19 0.04 0.04 0.199
C -0.5768 0.1899 1.0649 0.05 0.03 0.05 -0.489
```
Positions in Å, forces in eV/Å.


Record 6
Molecular formula: C4H8O2
Method: DFT, the ωB97M-V functional and the def2-TZVPD basis

The energy above the lowest of the compared OMol25 structures with the same formula, charge and spin comes out at 51.6 kcal per mole. The calculation puts the HOMO-LUMO gap at 9.699 eV. The value obtained for the HOMO energy is -0.33259 Eh. As for the total charge: 0.

The geometry in XYZ format:
```
14
Properties=species:S:1:pos:R:3:forces:R:3:mulliken_charge:R:1
H -0.8026 1.4922 -0.7967 0.07 -0.14 -0.01 0.338
H 0.4840 -1.8206 -0.9976 0.12 0.05 -0.03 0.277
H -2.4733 -0.5738 -0.9848 0.12 0.02 0.10 0.298
H 0.4858 -0.0011 2.0082 0.05 0.13 0.01 0.191
H 1.3729 0.8039 -1.5248 -0.14 -0.06 0.06 0.426
H -2.0711 -0.1273 0.6743 0.06 -0.04 -0.14 0.288
O 1.1698 -1.1804 -1.2305 -0.18 -0.21 0.07 -0.491
C -0.5716 0.4312 -0.7653 0.18 -0.06 -0.09 -0.020
O 1.2607 1.8652 2.1668 0.01 -0.49 -0.15 -0.422
H -1.2850 -1.5118 -0.0762 -0.06 0.14 -0.02 0.334
C 0.6452 0.0743 -1.1814 -0.20 0.37 0.01 -0.335
H 2.1386 0.3178 1.1925 -0.06 0.11 0.08 0.239
C -1.6475 -0.4935 -0.2676 0.01 -0.08 0.02 -1.111
C 1.2942 0.7241 1.7830 0.01 0.25 0.09 -0.010
```
Positions in Å, forces in eV/Å.


Record 7
Molecular formula: C4H8O2S
Method: DFT, the ωB97M-V functional and the def2-TZVPD basis

The energy above the lowest of the compared OMol25 structures with the same formula, charge and spin comes out at 125.9 kcal per mole. The calculation puts the HOMO-LUMO gap at 8.131 eV. The value obtained for the HOMO energy is -0.32539 Eh. As for the total charge: 0.

The geometry in XYZ format:
```
15
Properties=species:S:1:pos:R:3:forces:R:3:mulliken_charge:R:1
H -1.9620 -1.5402 -0.8809 2.26 1.00 -0.69 0.281
H -0.9009 -2.0656 1.4195 -1.93 2.94 -1.48 0.344
H 0.1293 1.1284 1.7091 1.80 0.54 -2.20 0.265
S 2.3801 -0.8857 -0.1821 -2.75 1.51 0.23 -0.188
H 0.5896 2.0628 0.0412 1.37 -0.83 2.44 -0.014
C -0.9273 -1.2875 -0.3967 -3.20 -2.77 -1.76 -0.764
H 2.0709 1.6890 1.2568 -3.45 -1.85 -1.20 0.303
H 0.1572 -0.1942 -1.9644 -1.01 0.22 1.82 0.203
C 0.9417 1.2443 0.8252 1.62 3.54 2.62 -0.618
H -0.4444 2.1417 -0.6073 -3.82 -4.92 -0.48 0.426
C 0.9618 0.0912 -0.0313 5.45 -1.97 0.44 -0.211
C -0.1932 -0.0895 -0.8553 -2.53 2.99 -1.69 0.672
O -1.4322 -1.2888 0.9148 3.16 -2.68 3.08 -0.517
O -1.1437 1.1029 -0.5904 3.53 2.18 -1.66 -0.593
H -0.2267 -2.1088 -0.6579 -0.50 0.09 0.52 0.411
```
Positions in Å, forces in eV/Å.


Record 8
Molecular formula: C4H8O2S
Method: DFT, the ωB97M-V functional and the def2-TZVPD basis

The energy above the lowest of the compared OMol25 structures with the same formula, charge and spin comes out at 26.2 kcal per mole. The calculation puts the HOMO-LUMO gap at 9.821 eV. The value obtained for the HOMO energy is -0.33793 Eh. As for the total charge: 0.

The geometry in XYZ format:
```
15
Properties=species:S:1:pos:R:3:forces:R:3:mulliken_charge:R:1
H -1.7765 -1.2771 -0.5112 0.22 -1.46 -0.59 0.376
H -0.1356 -0.8181 1.2415 0.04 -0.34 1.17 0.251
C 0.8579 -0.6794 -0.5589 -1.38 -0.99 -2.19 -0.397
H 0.9987 -1.7888 -0.3219 0.57 1.61 -0.56 0.303
O 2.9266 -0.1249 -1.4477 -1.74 -1.80 -0.94 -0.448
H -2.6450 1.3406 0.9449 -0.96 -1.54 0.61 0.132
H 3.7551 0.3090 -1.5667 0.65 1.20 0.82 0.344
H 0.0852 0.8601 0.7979 -0.25 -0.40 -0.44 0.410
H -1.6294 0.3487 -1.0998 -0.45 -0.10 0.52 0.428
O 2.3125 1.1016 0.3298 -1.60 -2.70 -2.27 -0.594
H 0.5172 -0.6559 -1.7209 0.57 0.02 2.67 0.231
C 2.0266 0.1917 -0.4892 4.61 2.94 1.89 0.485
C -0.1470 -0.1484 0.4195 -2.41 -0.09 -0.47 -0.300
S -3.0027 -0.0350 1.0105 1.86 2.40 -1.23 -0.210
C -1.5775 -0.2927 -0.2029 0.26 1.25 1.01 -1.013
```
Positions in Å, forces in eV/Å.